# 1
{
  "formula": "C40H51N4O5SeZn",
  "method": "the ωB97M-V functional and the def2-TZVPD basis",
  "e_tot_ha": -6331.07300,
  "gap_ev": 6.895,
  "total_charge": -1,
  "largest_force_ev_per_a": 0.4,
  "elements": ["Zn", "C", "C", "C", "C", "C", "C", "C", "Se", "C", "C", "C", "C", "C", "C", "O", "C", "C", "C", "C", "C", "C", "C", "C", "C", "O", "C", "C", "C", "C", "C", "C", "H", "H", "H", "H", "H", "H", "H", "H", "H", "H", "H", "H", "H", "H", "H", "H", "H", "H", "H", "H", "H", "H", "H", "H", "H", "H", "H", "H", "H", "H", "H", "H", "H", "H", "H", "H", "H", "H", "H", "H", "O", "C", "N", "C", "O", "C", "C", "C", "C", "C", "C", "H", "H", "H", "H", "C", "N", "C", "C", "O", "N", "C", "N", "H", "H", "H", "H", "H", "H", "H"],
  "positions_angstrom": [[0.004, -0.267, 0.263], [-3.313, -4.406, -4.883], [-1.828, -4.263, -5.252], [-1.280, -5.656, -5.567], [-1.704, -3.409, -6.523], [-1.087, -3.598, -4.091], [-1.407, -2.301, -3.712], [-0.802, -1.714, -2.614], [-1.246, 0.092, -2.120], [-2.961, -0.196, -1.313], [-4.080, -0.210, -2.128], [-5.350, -0.376, -1.596], [-5.433, -0.429, -0.206], [-4.338, -0.379, 0.652], [-3.021, -0.363, 0.094], [-1.942, -0.493, 0.822], [-4.556, -0.351, 2.170], [-4.080, -1.670, 2.794], [-6.027, -0.160, 2.553], [-3.787, 0.841, 2.765], [-6.566, -0.492, -2.519], [-7.871, -0.656, -1.737], [-6.689, 0.765, -3.392], [-6.390, -1.722, -3.422], [0.148, -2.387, -1.814], [0.637, -1.861, -0.737], [0.553, -3.680, -2.260], [-0.091, -4.243, -3.353], [1.679, -4.415, -1.519], [2.949, -3.543, -1.520], [2.038, -5.742, -2.191], [1.259, -4.711, -0.071], [-3.874, -4.891, -5.689], [-3.763, -3.431, -4.687], [-3.419, -5.007, -3.976], [-1.839, -6.086, -6.402], [-1.382, -6.328, -4.712], [-0.225, -5.614, -5.852], [-2.216, -3.891, -7.362], [-0.652, -3.278, -6.787], [-2.141, -2.418, -6.384], [-2.136, -1.721, -4.268], [-3.937, -0.087, -3.196], [-6.413, -0.500, 0.243], [-4.731, -2.490, 2.482], [-4.103, -1.607, 3.888], [-3.065, -1.898, 2.482], [-6.645, -1.015, 2.269], [-6.445, 0.741, 2.095], [-6.095, -0.048, 3.639], [-2.725, 0.760, 2.558], [-3.942, 0.889, 3.849], [-4.146, 1.775, 2.325], [-8.052, 0.198, -1.080], [-7.855, -1.564, -1.130], [-8.708, -0.728, -2.435], [-6.797, 1.651, -2.763], [-7.562, 0.696, -4.049], [-5.805, 0.903, -4.017], [-6.260, -2.619, -2.814], [-5.504, -1.617, -4.052], [-7.259, -1.862, -4.072], [0.202, -5.239, -3.653], [3.241, -3.303, -2.546], [3.775, -4.080, -1.041], [2.778, -2.611, -0.984], [2.325, -5.595, -3.236], [1.211, -6.456, -2.153], [2.889, -6.186, -1.667], [0.980, -3.790, 0.439], [2.086, -5.178, 0.477], [0.403, -5.392, -0.052], [1.707, -2.496, 3.527], [2.212, -1.840, 2.627], [1.568, -1.085, 1.692], [2.479, -0.384, 0.976], [2.152, 0.427, 0.102], [3.869, -0.747, 1.410], [5.119, -0.332, 1.005], [6.222, -0.899, 1.643], [6.059, -1.845, 2.650], [4.785, -2.245, 3.059], [3.706, -1.678, 2.422], [5.235, 0.401, 0.217], [7.222, -0.598, 1.354], [6.934, -2.275, 3.121], [4.644, -2.983, 3.839], [0.113, 1.231, 5.681], [0.326, 1.482, 4.276], [0.550, 2.803, 3.745], [0.321, 2.574, 2.242], [0.496, 3.420, 1.397], [-0.068, 1.268, 2.060], [-0.121, 0.698, 3.260], [-0.601, -0.532, 3.494], [0.964, 1.597, 6.254], [0.013, 0.165, 5.858], [-0.792, 1.729, 6.045], [1.554, 3.183, 3.937], [-0.183, 3.523, 4.121], [-0.967, -0.972, 2.654], [-0.028, -1.159, 4.043]],
  "mulliken_charge": [0.985, -1.311, 2.424, -2.246, -1.748, -0.925, -0.793, 0.193, -0.066, -0.404, -0.453, -0.694, 0.239, -0.862, 0.378, -0.352, 2.673, -1.552, -2.433, -1.902, 2.332, -2.229, -1.820, -1.667, 0.656, -0.863, -0.632, 0.086, 2.602, -1.490, -2.500, -1.391, 0.460, 0.065, 0.344, 0.440, 0.392, 0.425, 0.458, 0.385, 0.281, 0.173, 0.289, 0.439, 0.364, 0.415, 0.154, 0.412, 0.460, 0.452, 0.608, 0.420, 0.350, 0.425, 0.396, 0.425, 0.393, 0.450, 0.293, 0.351, 0.313, 0.471, 0.510, 0.328, 0.460, 0.130, 0.431, 0.392, 0.480, -0.044, 0.431, 0.297, -0.839, -0.240, 0.872, 0.653, -0.739, 0.399, -0.559, -0.563, -0.459, -0.667, 0.294, 0.517, 0.403, 0.397, 0.482, -1.043, 0.118, -0.420, -0.204, -0.708, 0.659, -0.030, -0.131, 0.342, 0.316, 0.319, 0.291, 0.299, 0.036, 0.249]
}

***

# 2
{
  "formula": "C8H12N4O2",
  "method": "the ωB97M-V functional and the def2-TZVPD basis",
  "e_tot_ha": -680.59119,
  "de_lowest_kj_mol": 603.2,
  "gap_ev": [6.990, 6.991],
  "total_charge": 2,
  "largest_force_ev_per_a": 4.0,
  "elements": ["C", "C", "C", "C", "C", "C", "C", "C", "N", "N", "N", "N", "O", "O", "H", "H", "H", "H", "H", "H", "H", "H", "H", "H", "H", "H"],
  "positions_angstrom": [[2.511, -0.164, -1.746], [2.341, 1.081, -1.286], [0.476, 0.750, 0.001], [-2.338, -0.081, -0.272], [1.315, -1.053, -1.692], [0.660, -2.544, 1.220], [0.553, -0.751, -0.368], [-0.179, 2.021, 2.022], [1.337, 1.527, -0.404], [-0.571, 1.140, 0.862], [-1.819, 0.750, 0.781], [-3.568, -0.041, -0.628], [-2.596, 0.966, 1.699], [1.181, -1.612, 0.626], [3.235, -0.395, -2.523], [3.051, 1.896, -1.518], [0.628, -0.885, -2.487], [1.629, -2.046, -1.663], [1.104, -3.067, 2.049], [-0.249, -2.970, 0.852], [-0.550, -0.854, -0.571], [0.859, 2.362, 1.580], [-0.992, 2.805, 2.188], [0.026, 1.349, 2.948], [-3.779, -0.689, -1.443], [-4.264, 0.506, -0.227]],
  "mulliken_charge": [-0.525, -0.343, 0.502, -0.238, -0.843, 0.127, 0.497, -0.670, -0.489, 0.137, 0.687, -0.158, -0.501, -0.133, 0.466, 0.437, 0.378, 0.455, 0.301, 0.292, 0.066, 0.354, 0.308, 0.305, 0.338, 0.251]
}

***

# 3
{
  "formula": "H3NO2S2",
  "method": "the ωB97M-V functional and the def2-TZVPD basis",
  "e_tot_ha": -1003.26227,
  "de_lowest_kj_mol": 221.0,
  "smiles": "NO[S@H](=O)=S",
  "gap_ev": 9.962,
  "largest_force_ev_per_a": 4.5,
  "elements": ["N", "O", "O", "S", "S", "H", "H", "H"],
  "positions_angstrom": [[-0.898, 0.627, -0.101], [1.111, -1.526, 0.408], [0.403, 1.036, 0.151], [3.275, 0.416, 0.026], [1.533, -0.267, -0.125], [-0.912, 0.376, -1.195], [-1.274, -0.080, 0.496], [1.193, -0.514, -1.641]],
  "mulliken_charge": [-0.401, -0.470, -0.170, -0.228, 0.569, 0.263, 0.272, 0.165]
}

***

# 4
{
  "formula": "C4H8N2O",
  "method": "the ωB97M-V functional and the def2-TZVPD basis",
  "e_tot_ha": -341.92942,
  "de_lowest_kj_mol": 194.9,
  "smiles": "CN[C@H](C#N)CO",
  "gap_ev": 10.941,
  "largest_force_ev_per_a": 1.2,
  "elements": ["C", "N", "C", "C", "O", "C", "N", "H", "H", "H", "H", "H", "H", "H", "H"],
  "positions_angstrom": [[-0.064, -0.189, 2.041], [-0.599, -0.387, 0.695], [0.287, 0.134, -0.317], [-0.041, -0.198, -1.773], [-0.320, -1.555, -2.000], [0.482, 1.607, -0.334], [0.585, 2.757, -0.406], [0.179, 0.862, 2.264], [-0.783, -0.546, 2.781], [0.855, -0.777, 2.155], [-1.525, 0.024, 0.617], [1.270, -0.315, -0.118], [0.868, 0.224, -2.248], [-0.859, 0.394, -2.199], [-0.335, -2.032, -1.157]],
  "mulliken_charge": [-0.873, -0.321, 0.111, -0.606, -0.506, 0.179, -0.455, 0.313, 0.321, 0.291, 0.267, 0.299, 0.309, 0.310, 0.361]
}

***

# 5
{
  "formula": "C8H12OS",
  "method": "the ωB97M-V functional and the def2-TZVPD basis",
  "e_tot_ha": -785.29668,
  "de_lowest_kj_mol": 360.7,
  "gap_ev": 8.184,
  "largest_force_ev_per_a": 3.9,
  "elements": ["C", "C", "C", "C", "C", "C", "C", "C", "O", "S", "H", "H", "H", "H", "H", "H", "H", "H", "H", "H", "H", "H"],
  "positions_angstrom": [[-0.714, 0.727, -0.024], [-0.512, -0.501, 0.568], [-0.357, 1.668, -0.872], [0.082, -1.690, 0.690], [-0.947, 3.030, -0.837], [0.716, 1.423, -1.888], [0.356, -2.236, 2.066], [0.363, -2.626, -0.517], [-0.244, 1.520, 2.444], [-1.175, 0.643, 1.784], [-0.179, 3.754, -1.206], [-1.905, 3.290, -1.245], [-1.137, 3.132, 0.334], [1.283, 0.454, -1.674], [0.268, 1.318, -2.858], [1.519, 2.195, -1.803], [1.234, -1.832, 2.495], [-0.546, -2.012, 2.738], [0.618, -3.406, 2.044], [-0.192, -3.650, -0.432], [0.073, -2.181, -1.439], [1.395, -3.020, -0.367]],
  "mulliken_charge": [-0.375, -0.534, 1.096, 1.199, -1.059, -1.286, -1.205, -1.407, -0.538, 0.210, 0.311, 0.281, 0.258, 0.248, 0.307, 0.412, 0.318, 0.348, 0.317, 0.343, 0.375, 0.380]
}

***

# 6
{
  "formula": "C40H53N3O4",
  "method": "the ωB97M-V functional and the def2-TZVPD basis",
  "e_tot_ha": -2021.12300,
  "gap_ev": 4.345,
  "largest_force_ev_per_a": 1.8,
  "elements": ["C", "C", "O", "C", "C", "C", "C", "C", "C", "C", "C", "C", "O", "O", "C", "C", "O", "H", "H", "H", "H", "H", "H", "H", "H", "H", "H", "H", "H", "H", "H", "H", "H", "H", "H", "H", "H", "H", "C", "N", "C", "C", "C", "C", "C", "C", "C", "C", "C", "C", "C", "C", "N", "C", "C", "C", "C", "C", "C", "C", "C", "N", "C", "C", "C", "C", "C", "C", "H", "H", "H", "H", "H", "H", "H", "H", "H", "H", "H", "H", "H", "H", "H", "H", "H", "H", "H", "H", "H", "H", "H", "H", "H", "H", "H", "H", "H", "H", "H", "H"],
  "positions_angstrom": [[0.744, 5.819, 0.602], [1.353, 4.924, -0.436], [0.460, 3.791, -0.567], [0.950, 2.914, -1.469], [0.142, 1.731, -1.737], [0.483, 0.942, -2.962], [0.925, 1.780, -4.178], [1.435, 0.935, -5.351], [2.492, -0.070, -4.896], [2.017, -0.919, -3.715], [1.582, -0.028, -2.556], [-1.206, 1.516, -1.270], [-1.855, 0.502, -1.556], [-1.722, 2.483, -0.500], [-3.033, 2.121, 0.001], [-3.521, 3.311, 0.755], [2.021, 3.151, -2.022], [1.411, 6.663, 0.797], [-0.227, 6.203, 0.273], [0.596, 5.283, 1.544], [1.428, 5.451, -1.405], [2.349, 4.560, -0.140], [-0.424, 0.385, -3.236], [0.084, 2.418, -4.487], [1.734, 2.438, -3.830], [0.585, 0.415, -5.817], [1.845, 1.613, -6.113], [2.760, -0.717, -5.734], [3.402, 0.478, -4.610], [1.164, -1.544, -4.020], [2.805, -1.592, -3.362], [2.421, 0.575, -2.176], [1.203, -0.624, -1.717], [-3.699, 1.871, -0.841], [-2.918, 1.246, 0.652], [-4.543, 3.141, 1.092], [-2.901, 3.482, 1.638], [-3.493, 4.215, 0.142], [-0.911, 4.796, 5.867], [0.249, 4.556, 5.021], [1.267, 5.578, 5.199], [0.303, 3.540, 4.112], [1.367, 3.417, 3.161], [1.367, 2.417, 2.210], [0.293, 1.505, 2.081], [0.305, 0.512, 1.042], [-0.602, -0.534, 1.055], [-0.438, -1.824, 0.480], [-1.641, -2.598, 0.185], [-2.896, -1.949, 0.079], [-4.081, -2.645, -0.054], [-4.050, -4.035, -0.328], [-5.211, -4.723, -0.590], [-5.328, -5.673, -1.674], [-6.399, -4.597, 0.226], [-2.799, -4.696, -0.314], [-1.658, -4.012, 0.051], [0.880, -2.385, 0.258], [2.012, -2.048, 1.047], [3.249, -2.620, 0.798], [3.374, -3.641, -0.181], [4.595, -4.244, -0.399], [4.729, -5.666, -0.622], [5.793, -3.471, -0.640], [2.257, -4.007, -0.957], [1.065, -3.332, -0.786], [-0.720, 1.565, 3.083], [-0.729, 2.561, 4.046], [-1.300, 3.869, 6.310], [-0.572, 5.464, 6.668], [-1.715, 5.316, 5.317], [2.176, 5.387, 4.629], [0.865, 6.561, 4.916], [1.507, 5.632, 6.267], [2.199, 4.125, 3.184], [2.236, 2.282, 1.556], [1.147, 0.524, 0.329], [-1.547, -0.389, 1.581], [-2.919, -0.866, 0.067], [-5.032, -2.105, -0.032], [-4.429, -5.657, -2.303], [-5.499, -6.693, -1.295], [-6.202, -5.404, -2.291], [-6.217, -3.954, 1.094], [-7.226, -4.186, -0.368], [-6.718, -5.590, 0.579], [-2.766, -5.763, -0.536], [-0.753, -4.586, 0.226], [1.908, -1.349, 1.876], [4.131, -2.343, 1.386], [3.811, -6.185, -0.319], [4.950, -5.901, -1.677], [5.564, -6.040, -0.009], [5.595, -2.401, -0.512], [6.582, -3.775, 0.060], [6.170, -3.638, -1.665], [2.353, -4.778, -1.723], [0.242, -3.548, -1.464], [-1.491, 0.797, 3.119], [-1.538, 2.579, 4.779]],
  "mulliken_charge": [-1.111, -0.301, -0.315, 1.204, -0.164, -0.295, -1.049, -0.858, -0.760, -0.583, 0.508, 0.512, -0.729, -0.150, 0.259, -1.416, -0.776, 0.410, 0.325, 0.136, 0.346, 0.298, 0.808, 0.381, 0.279, 0.368, 0.417, 0.384, 0.310, 0.325, 0.240, 0.353, -1.234, 0.425, -0.028, 0.441, 0.145, 0.343, -1.104, -0.008, -1.075, 2.499, -1.092, -0.780, 0.533, -0.599, -1.092, 0.935, -0.013, -0.119, -0.962, 0.338, 0.124, -1.149, -1.117, -0.733, -0.463, -0.348, -0.361, -0.685, 0.098, 0.153, -1.144, -1.075, -0.789, -0.487, -0.758, -1.103, 0.377, 0.330, 0.319, 0.330, 0.372, 0.364, -0.057, 0.331, 0.992, 0.723, 0.182, 0.513, 0.378, 0.338, 0.332, 0.350, 0.338, 0.321, 0.486, 0.639, 0.510, 0.548, 0.324, 0.349, 0.354, 0.348, 0.319, 0.301, 0.469, 0.894, 0.382, 0.173]
}

***

Question: What is the formula in the second record?
Answer: C8H12N4O2

***

Copy entry 2 word for word.
{
  "formula": "C8H12N4O2",
  "method": "the ωB97M-V functional and the def2-TZVPD basis",
  "e_tot_ha": -680.59119,
  "de_lowest_kj_mol": 603.2,
  "gap_ev": [6.990, 6.991],
  "total_charge": 2,
  "largest_force_ev_per_a": 4.0,
  "elements": ["C", "C", "C", "C", "C", "C", "C", "C", "N", "N", "N", "N", "O", "O", "H", "H", "H", "H", "H", "H", "H", "H", "H", "H", "H", "H"],
  "positions_angstrom": [[2.511, -0.164, -1.746], [2.341, 1.081, -1.286], [0.476, 0.750, 0.001], [-2.338, -0.081, -0.272], [1.315, -1.053, -1.692], [0.660, -2.544, 1.220], [0.553, -0.751, -0.368], [-0.179, 2.021, 2.022], [1.337, 1.527, -0.404], [-0.571, 1.140, 0.862], [-1.819, 0.750, 0.781], [-3.568, -0.041, -0.628], [-2.596, 0.966, 1.699], [1.181, -1.612, 0.626], [3.235, -0.395, -2.523], [3.051, 1.896, -1.518], [0.628, -0.885, -2.487], [1.629, -2.046, -1.663], [1.104, -3.067, 2.049], [-0.249, -2.970, 0.852], [-0.550, -0.854, -0.571], [0.859, 2.362, 1.580], [-0.992, 2.805, 2.188], [0.026, 1.349, 2.948], [-3.779, -0.689, -1.443], [-4.264, 0.506, -0.227]],
  "mulliken_charge": [-0.525, -0.343, 0.502, -0.238, -0.843, 0.127, 0.497, -0.670, -0.489, 0.137, 0.687, -0.158, -0.501, -0.133, 0.466, 0.437, 0.378, 0.455, 0.301, 0.292, 0.066, 0.354, 0.308, 0.305, 0.338, 0.251]
}